Entry 1:
Density functional theory data (ωB97M-V/def2-TZVPD) for the molecule C17H22N4OS at a distorted geometry.

Computed properties:
* E_LUMO: 0.78 eV
* orbital gap: 8.882 eV
* relative energy (zero: lowest compared OMol25 entry of this formula, charge and spin): 68.0 kJ/mol
* SMILES: Cn1c(CCc2ccccc2)nnc1SCC(=O)N1CCCC1
* HOMO: -8.10 eV

CARTESIAN COORDINATES (ANGSTROEM)
C1 2.93 1.18 -0.86
N1 1.58 1.03 -1.32
C2 0.74 -0.02 -1.08
N2 -0.42 0.17 -1.66
N3 -0.36 1.36 -2.29
C3 0.82 1.88 -2.09
C4 1.26 3.21 -2.56
H1 0.89 3.36 -3.57
H2 2.35 3.26 -2.57
C5 0.70 4.32 -1.65
C6 1.17 4.12 -0.24
C7 2.37 4.68 0.20
C8 2.84 4.43 1.48
C9 2.12 3.61 2.33
C10 0.93 3.05 1.91
C11 0.45 3.31 0.63
H3 -0.48 2.87 0.31
H4 0.36 2.41 2.57
H5 2.49 3.41 3.33
H6 3.76 4.88 1.80
H7 2.93 5.32 -0.47
H8 -0.39 4.28 -1.69
H9 1.03 5.29 -2.03
S1 1.20 -1.40 -0.13
C12 -0.31 -2.37 -0.39
H10 -1.11 -1.66 -0.60
C13 -0.58 -3.21 0.84
O1 0.19 -3.25 1.79
N4 -1.72 -3.93 0.80
C14 -2.12 -4.75 1.93
C15 -3.62 -4.95 1.71
H11 -3.99 -5.86 2.17
C16 -3.72 -4.97 0.18
H12 -4.73 -4.76 -0.18
C17 -2.71 -3.91 -0.25
H13 -2.27 -4.13 -1.22
H14 -3.19 -2.92 -0.31
H15 -3.42 -5.95 -0.19
H16 -4.18 -4.10 2.11
H17 -1.88 -4.24 2.86
H18 -1.59 -5.70 1.90
H19 -0.16 -3.01 -1.27
H20 3.21 0.29 -0.30
H21 3.60 1.29 -1.72
H22 3.02 2.05 -0.22

***

Entry 2:
Density functional theory data (ωB97M-V/def2-TZVPD) for the molecule C17H22OS.

Computed properties:
* E_LUMO: 0.81 eV
* orbital gap: 8.857 eV
* relative energy (zero: lowest compared OMol25 entry of this formula, charge and spin): 0.0 kJ/mol
* SMILES: CC(C)SCCCCOc1ccc2ccccc2c1
* HOMO: -8.04 eV

CARTESIAN COORDINATES (ANGSTROEM)
C1 -1.24 -1.98 5.09
C2 -1.13 -1.92 3.57
C3 -1.58 -0.58 3.02
H1 -1.48 -0.55 1.94
H2 -0.98 0.22 3.45
H3 -2.63 -0.40 3.27
H4 -1.71 -2.73 3.12
S1 0.63 -2.25 3.12
C4 0.40 -2.79 1.38
C5 1.74 -3.08 0.74
H5 2.30 -3.77 1.38
C6 2.59 -1.83 0.52
C7 2.06 -0.92 -0.59
H6 2.86 -0.25 -0.93
O1 0.98 -0.15 -0.10
C8 0.43 0.79 -0.91
C9 0.75 1.00 -2.23
C10 0.09 2.00 -2.97
C11 0.40 2.24 -4.33
C12 -0.25 3.21 -5.04
C13 -1.23 4.00 -4.42
C14 -1.55 3.80 -3.11
C15 -0.90 2.80 -2.35
C16 -1.21 2.56 -0.99
C17 -0.56 1.59 -0.29
H7 -0.78 1.41 0.75
H8 -1.96 3.17 -0.51
H9 -2.31 4.40 -2.63
H10 -1.73 4.77 -5.00
H11 0.00 3.38 -6.07
H12 1.16 1.63 -4.80
H13 1.50 0.41 -2.73
H14 1.73 -1.53 -1.45
H15 3.60 -2.13 0.25
H16 2.63 -1.26 1.44
H17 1.57 -3.58 -0.22
H18 -0.12 -2.00 0.85
H19 -0.22 -3.69 1.41
H20 -0.63 -1.21 5.54
H21 -0.91 -2.95 5.46
H22 -2.28 -1.83 5.39

***

Entry 3:
Density functional theory data (ωB97M-V/def2-TZVPD) for a structure of composition C17H22PTl.

Computed properties:
* E_LUMO: -7.90 eV
* orbital gap: 7.818 eV
* relative energy (zero: lowest compared OMol25 entry of this formula, charge and spin): 0.0 kJ/mol
* total charge: +2
* HOMO: -15.72 eV

CARTESIAN COORDINATES (ANGSTROEM)
Tl1 -1.35 1.26 -0.20
C1 -1.00 0.57 3.63
P1 -0.52 0.19 1.94
C2 -0.93 -1.50 1.51
C3 -0.27 -2.11 0.43
C4 -0.66 -3.37 0.03
C5 -1.70 -4.03 0.68
C6 -2.36 -3.42 1.74
C7 -1.98 -2.15 2.16
C8 1.22 0.50 1.67
C9 1.62 1.75 1.17
C10 2.97 2.03 0.99
C11 3.91 1.06 1.30
C12 3.52 -0.18 1.80
C13 2.18 -0.46 1.99
H1 -0.47 -0.14 4.27
H2 -2.08 0.47 3.78
H3 -0.69 1.59 3.87
H4 0.57 -1.62 -0.05
H5 -0.14 -3.86 -0.79
H6 -2.00 -5.02 0.36
H7 -3.16 -3.93 2.25
H8 -2.50 -1.69 2.99
H9 0.90 2.54 0.98
H10 3.28 2.99 0.62
H11 4.97 1.27 1.16
H12 4.27 -0.92 2.05
H13 1.88 -1.43 2.37
C14 -0.83 2.22 -4.55
C15 -0.48 1.76 -3.12
C16 0.07 0.34 -3.12
C17 -1.76 1.87 -2.32
H14 0.06 2.16 -5.17
H15 -1.18 3.25 -4.57
H16 -1.59 1.58 -4.99
H17 0.26 2.46 -2.73
H18 -0.66 -0.37 -3.49
H19 0.38 0.03 -2.11
H20 0.96 0.27 -3.75
H21 -2.52 1.14 -2.59
H22 -2.18 2.86 -2.21

***

Entry 4:
Density functional theory data (ωB97M-V/def2-TZVPD) for a structure of composition C17H23BBiN7OS at a distorted geometry.

Computed properties:
* E_LUMO: -6.99 eV
* orbital gap: 7.549 eV
* relative energy (zero: lowest compared OMol25 entry of this formula, charge and spin): 0.0 kJ/mol
* total charge: +2
* HOMO: -14.54 eV

CARTESIAN COORDINATES (ANGSTROEM)
Bi1 -1.09 -0.33 0.33
C1 -0.53 -3.99 -2.50
C2 -0.99 -2.70 -2.18
N1 -0.54 -2.33 -0.96
N2 0.09 -3.43 -0.39
C3 0.16 -4.41 -1.35
B1 0.30 -3.49 1.15
N3 1.30 -2.33 1.61
C4 2.33 -2.38 2.54
C5 2.48 -1.12 3.13
C6 1.54 -0.29 2.47
N4 0.91 -1.01 1.51
N5 -1.11 -3.37 1.90
C7 -1.73 -4.16 2.85
C8 -2.92 -3.52 3.24
C9 -2.98 -2.32 2.52
N6 -1.91 -2.26 1.68
H1 -0.66 -4.52 -3.46
H2 -1.57 -2.07 -2.79
H3 0.64 -5.36 -1.18
H4 0.80 -4.51 1.48
H5 2.92 -3.28 2.65
H6 3.16 -0.79 3.90
H7 1.24 0.72 2.71
H8 -1.34 -5.11 3.18
H9 -3.65 -3.84 3.96
H10 -3.71 -1.52 2.53
C10 2.33 3.15 1.58
S1 1.13 2.88 0.22
C11 0.17 4.37 0.52
O1 0.09 1.77 0.62
H11 1.72 3.29 2.49
H12 2.92 4.07 1.33
H13 2.96 2.24 1.63
H14 -0.07 4.41 1.60
H15 -0.75 4.28 -0.05
H16 0.76 5.24 0.21
N7 -0.80 0.52 -2.13
C12 -0.51 1.88 -2.52
C13 -1.52 2.83 -2.64
C14 -1.24 4.11 -3.11
C15 0.07 4.46 -3.44
C16 1.09 3.54 -3.29
C17 0.79 2.24 -2.88
H17 -1.69 0.24 -2.55
H18 -0.07 -0.10 -2.50
H19 -2.55 2.61 -2.42
H20 -2.02 4.84 -3.16
H21 0.31 5.46 -3.77
H22 2.10 3.86 -3.49
H23 1.60 1.53 -2.78